Entry 1:
C17H22N4O2 | wB97M-V/def2-TZVPD

Properties
Gap between HOMO and LUMO: 8.7883 eV
SMILES: Cc1cc(C)nc(N2CCC(C(=O)NCc3ccco3)CC2)n1
Electronic energy: -1030.5380 Eh
LUMO level: 0.81 eV
Relative energy (zero: lowest compared OMol25 entry of this formula, charge and spin): 0.7648 eV

Geometry (Å):
C  2.6153  2.7743  0.3105
C  1.7725  1.6756  0.8763
C  2.3000  0.7206  1.7383
C  1.4385  -0.2718  2.1945
C  1.9019  -1.3640  3.1044
N  0.1629  -0.2924  1.8425
C  -0.2666  0.6862  1.0403
N  -1.5735  0.6765  0.7114
C  -2.4184  -0.4224  1.1202
C  -3.6260  -0.5333  0.1872
C  -3.2519  -0.0871  -1.2324
C  -2.1769  -1.0260  -1.7850
O  -2.4641  -2.1602  -2.1147
N  -0.9329  -0.5254  -1.9227
C  0.1346  -1.3075  -2.5173
C  1.3890  -1.2826  -1.7138
C  1.8249  -2.0406  -0.6672
C  3.1284  -1.5796  -0.3607
C  3.3841  -0.5740  -1.2382
O  2.3396  -0.3841  -2.0587
C  -2.9069  1.4061  -1.2257
C  -2.2223  1.8048  0.0940
N  0.4951  1.6615  0.5274
H  2.8050  3.5224  1.0796
H  3.5726  2.3840  -0.0270
H  2.0969  3.2490  -0.5176
H  3.3368  0.7440  2.0313
H  2.5845  -0.9732  3.8554
H  2.4265  -2.1231  2.5264
H  1.0451  -1.8270  3.5850
H  -2.7482  -0.2889  2.1595
H  -1.8111  -1.3292  1.0799
H  -3.9733  -1.5659  0.1664
H  -4.4451  0.0942  0.5442
H  -4.1198  -0.2547  -1.8793
H  -0.6870  0.3739  -1.5420
H  0.3576  -0.9148  -3.5176
H  -0.2460  -2.3289  -2.6072
H  1.2838  -2.8256  -0.1808
H  3.7857  -1.9506  0.3985
H  4.2405  0.0547  -1.3802
H  -2.2830  1.6535  -2.0856
H  -3.8291  1.9812  -1.3267
H  -2.9728  2.1956  0.7932
H  -1.4670  2.5748  -0.0658

***

Entry 2:
C24H72N6O12 | wB97M-V/def2-TZVPD

Properties
Gap between HOMO and LUMO: 9.9057 eV
SMILES: NC(N)=O.NC(N)=O.NC(N)=O.CC(C)O.CC(C)O.CC(C)O.CC(C)O.CC(C)O.CC(C)O.CO.CO.CO
Electronic energy: -2189.0702 Eh
LUMO level: 0.40 eV
Relative energy (zero: lowest compared OMol25 entry of this formula, charge and spin): 1.7785 eV

Geometry (Å):
N  -0.5795  1.7526  -0.5284
C  0.4094  1.3769  0.2864
N  0.4942  0.0370  0.5271
O  1.2484  2.1180  0.8130
H  -0.6326  2.6911  -0.9004
H  -1.2989  1.0956  -0.8768
H  -0.2814  -0.5613  0.2739
H  1.1546  -0.1891  1.2701
N  3.8363  -1.0077  4.1034
C  2.9872  -0.3325  3.3033
N  3.2934  0.9581  2.8446
O  1.9107  -0.8470  2.9533
H  3.6198  -1.9976  4.3402
H  4.7997  -0.7029  4.2413
H  2.6633  1.4721  2.2460
H  4.1685  1.3744  3.0255
N  0.9665  -3.0875  4.4990
C  1.9672  -3.7631  5.2072
N  1.6952  -4.6619  6.3195
O  3.1185  -3.6235  4.8965
H  0.0269  -3.4409  4.5101
H  1.2639  -2.3398  3.8251
H  2.4191  -5.3390  6.3691
H  0.7654  -5.1177  6.3186
C  -3.2731  0.3775  4.5482
C  -2.0291  0.0452  3.8051
C  -0.8349  0.1463  4.7012
O  -1.9680  -1.1840  3.1333
H  -3.2163  1.4053  4.8873
H  -3.5000  -0.2491  5.3934
H  -4.1610  0.2715  3.8869
H  -1.8198  0.8098  3.0194
H  -0.8988  -0.4750  5.6551
H  -0.5957  1.1554  5.0659
H  0.0541  -0.1679  4.1745
H  -2.1876  -1.1513  2.1948
C  1.0163  -4.3290  1.1772
C  2.4398  -3.8230  1.1887
C  3.5269  -4.8290  1.4721
O  2.6768  -3.0311  -0.0317
H  0.6869  -4.6712  2.0993
H  0.7814  -5.0093  0.3913
H  0.4349  -3.3984  0.8678
H  2.6496  -3.0844  1.9971
H  3.5261  -5.4636  0.5826
H  3.2710  -5.3252  2.3790
H  4.4678  -4.3083  1.5816
H  2.6133  -3.6283  -0.7263
C  0.5068  6.7580  0.9018
C  1.0955  5.5324  0.1463
C  2.4668  5.2206  0.6581
O  0.0805  4.5127  0.1821
H  0.2287  6.5786  1.9245
H  -0.3389  7.1615  0.4036
H  1.2145  7.5713  1.0030
H  1.2379  5.8507  -0.9126
H  3.0861  6.1512  0.5021
H  2.8787  4.5202  -0.0407
H  2.6121  4.9516  1.7101
H  0.4992  3.6953  0.5681
C  -5.3285  -3.9532  -3.9979
C  -4.9721  -2.6223  -4.6427
C  -6.2162  -1.8129  -5.0759
O  -4.1295  -1.9090  -3.7757
H  -4.4605  -4.5124  -3.6479
H  -5.7628  -4.6871  -4.7056
H  -5.9800  -3.8202  -3.1377
H  -4.3598  -2.8455  -5.5565
H  -6.0792  -1.0165  -5.8267
H  -6.8862  -1.4570  -4.3137
H  -6.8040  -2.4966  -5.7094
H  -4.3934  -0.9760  -3.7073
C  5.6479  3.2323  -5.2725
C  4.5981  2.5754  -4.3853
C  3.2079  3.0502  -4.7904
O  4.8204  1.1138  -4.4640
H  5.7328  2.8606  -6.3082
H  6.5470  3.1464  -4.6764
H  5.5715  4.3145  -5.2464
H  4.8275  2.9381  -3.3895
H  3.1601  4.1335  -4.7900
H  2.4420  2.6859  -4.0628
H  2.9985  2.5982  -5.7576
H  4.2876  0.7198  -3.7499
C  -4.8410  -1.5540  0.3568
C  -4.0825  -0.3597  -0.1746
C  -4.6603  0.9863  0.1980
O  -2.6956  -0.4386  0.2408
H  -4.6864  -1.5417  1.4343
H  -4.4960  -2.5277  -0.0695
H  -5.9317  -1.5009  0.1211
H  -4.0628  -0.4717  -1.2699
H  -4.0087  1.8461  -0.1721
H  -4.6507  1.1942  1.3124
H  -5.6994  1.0897  -0.1344
H  -2.4118  -1.3050  -0.1642
C  -1.0560  -3.1188  -1.8610
O  -2.2149  -2.3406  -1.6227
H  -1.1837  -4.1040  -1.4427
H  -0.7519  -3.1542  -2.8645
H  -0.2551  -2.5965  -1.3714
H  -2.8823  -2.6636  -2.2568
C  -2.8436  5.0333  -1.7640
O  -2.5610  3.8902  -0.9683
H  -2.0338  5.1498  -2.4962
H  -3.7376  4.8211  -2.3828
H  -2.9704  5.9694  -1.1948
H  -1.8863  4.1193  -0.3633
C  5.2008  -0.2374  -1.6161
O  4.1130  -0.6381  -2.5346
H  6.0787  -0.0810  -2.2047
H  4.8738  0.7009  -1.1818
H  5.3223  -1.0150  -0.8796
H  3.3019  -0.8634  -2.0408

***

Entry 3:
C5H8O | wB97M-V/def2-TZVPD

Properties
Gap between HOMO and LUMO (alpha / beta): 8.2143 / 8.0588 eV
Electronic energy: -270.3768 Eh
LUMO level (alpha / beta): -0.39 / -0.47 eV
Relative energy (zero: lowest compared OMol25 entry of this formula, charge and spin): 4.9275 eV

Geometry (Å):
C  -1.9235  -0.1896  0.3207
C  -0.5156  0.1472  0.0301
C  0.2183  1.0592  -0.8000
C  0.6748  -0.4109  -0.6023
C  1.6604  -0.4690  0.5705
O  1.1951  0.5081  1.3907
H  -1.9947  -1.0457  0.9948
H  -2.4626  0.6600  0.7456
H  -2.4316  -0.4677  -0.6148
H  0.8976  1.6869  -0.2121
H  -0.2179  1.4768  -1.7006
H  0.6312  -1.1708  -1.3838
H  2.7183  -0.3570  0.3252
H  1.5438  -1.4735  1.0046

***

Entry 4:
C2H11N3O | wB97M-V/def2-TZVPD

Properties
Gap between HOMO and LUMO: 9.6251 eV
SMILES: NCN.NCO
Electronic energy: -322.2145 Eh
LUMO level: 0.91 eV
Relative energy (zero: lowest compared OMol25 entry of this formula, charge and spin): 1.9120 eV

Geometry (Å):
N  1.9144  0.2523  -2.3485
C  0.8779  0.9021  -1.6055
N  -0.1750  1.4846  -2.3871
H  2.2041  0.7963  -3.1145
H  1.4934  -0.6638  -2.6806
H  1.3346  1.7332  -1.0569
H  0.4339  0.3881  -0.8717
H  -0.4159  2.4773  -2.1709
H  -0.2589  1.3426  -3.3337
N  -1.1309  -1.7057  1.7802
C  -1.0759  -0.5247  2.6242
O  -0.4908  -0.8815  3.8784
H  -1.1239  -2.7038  1.7581
H  -1.3386  -1.4070  0.8527
H  -2.1543  -0.2376  2.6101
H  -0.4019  0.1935  2.2455
H  0.3079  -1.4459  3.8199

***

Entry 5:
C10H17N2S | wB97M-V/def2-TZVPD

Properties
Gap between HOMO and LUMO (alpha / beta): 6.1941 / 4.5099 eV
Electronic energy: -898.4413 Eh
Charge: +1
LUMO level (alpha / beta): -2.83 / -7.36 eV
Spin multiplicity: 3
Relative energy (zero: lowest compared OMol25 entry of this formula, charge and spin): 2.8018 eV

Geometry (Å):
C  -0.3784  0.1410  0.5214
C  1.4529  3.5156  -0.3681
C  1.4299  2.3932  0.3228
C  1.4104  -2.6600  0.5176
C  1.8686  -0.2602  0.3924
C  -1.2366  0.1347  1.7285
C  -2.6136  0.6388  1.2396
C  -2.4680  0.7273  -0.2838
C  1.7156  -3.4987  -0.7210
C  -0.5553  0.5264  -1.8664
N  2.1011  -1.4340  0.4612
N  -1.0529  0.4402  -0.5229
S  2.7208  1.1707  0.2006
H  0.6749  4.2488  -0.2521
H  2.2473  3.7559  -1.0513
H  0.6616  2.1249  1.0323
H  1.7490  -3.1866  1.4147
H  -1.2832  -0.8817  2.1302
H  -0.8116  0.7512  2.5220
H  -3.4069  -0.0471  1.5308
H  -2.8424  1.6142  1.6659
H  -3.0790  -0.0076  -0.8165
H  -2.7072  1.7191  -0.6784
H  1.3701  -2.9975  -1.6233
H  1.2143  -4.4574  -0.6377
H  2.7850  -3.6690  -0.8021
H  0.4314  0.0667  -1.9346
H  -1.2438  0.0161  -2.5436
H  -0.4847  1.5727  -2.1751
H  0.3307  -2.4576  0.5970

***

Entry 6:
C6H12O | wB97M-V/def2-TZVPD

Properties
Gap between HOMO and LUMO: 9.5489 eV
SMILES: C=C(C)C(=C)C.O
Electronic energy: -310.9842 Eh
LUMO level: 0.84 eV
Relative energy (zero: lowest compared OMol25 entry of this formula, charge and spin): 2.0424 eV

Geometry (Å):
C  -0.8123  0.6579  1.8686
C  -0.4417  0.6014  0.5985
C  -1.3194  1.2982  -0.3959
C  0.8690  0.0552  0.1556
C  1.8364  -0.2898  1.0144
C  1.3242  -0.0185  -1.2959
H  -0.3203  0.2934  2.7699
H  -1.6263  1.2624  2.2548
H  -1.6386  0.6364  -1.2029
H  -0.8818  2.2126  -0.8307
H  -2.2643  1.6651  -0.0151
H  2.8141  -0.6335  0.7133
H  1.6358  -0.3580  2.0807
H  1.3365  1.0059  -1.6332
H  0.5933  -0.4990  -1.9364
H  2.2496  -0.5796  -1.3960
O  -1.0044  -1.9941  -1.2729
H  -0.9714  -1.1302  -1.6618
H  -1.4974  -1.9262  -0.4485

***

Among the records above, which one has the lowest relative energy (zero: lowest compared OMol25 entry of this formula, charge and spin)? C17H22N4O2

***

Please write out number 6 again, unchanged.
C6H12O | wB97M-V/def2-TZVPD

Properties
Gap between HOMO and LUMO: 9.5489 eV
SMILES: C=C(C)C(=C)C.O
Electronic energy: -310.9842 Eh
LUMO level: 0.84 eV
Relative energy (zero: lowest compared OMol25 entry of this formula, charge and spin): 2.0424 eV

Geometry (Å):
C  -0.8123  0.6579  1.8686
C  -0.4417  0.6014  0.5985
C  -1.3194  1.2982  -0.3959
C  0.8690  0.0552  0.1556
C  1.8364  -0.2898  1.0144
C  1.3242  -0.0185  -1.2959
H  -0.3203  0.2934  2.7699
H  -1.6263  1.2624  2.2548
H  -1.6386  0.6364  -1.2029
H  -0.8818  2.2126  -0.8307
H  -2.2643  1.6651  -0.0151
H  2.8141  -0.6335  0.7133
H  1.6358  -0.3580  2.0807
H  1.3365  1.0059  -1.6332
H  0.5933  -0.4990  -1.9364
H  2.2496  -0.5796  -1.3960
O  -1.0044  -1.9941  -1.2729
H  -0.9714  -1.1302  -1.6618
H  -1.4974  -1.9262  -0.4485

***

Copy entry 1 word for word.
C17H22N4O2 | wB97M-V/def2-TZVPD

Properties
Gap between HOMO and LUMO: 8.7883 eV
SMILES: Cc1cc(C)nc(N2CCC(C(=O)NCc3ccco3)CC2)n1
Electronic energy: -1030.5380 Eh
LUMO level: 0.81 eV
Relative energy (zero: lowest compared OMol25 entry of this formula, charge and spin): 0.7648 eV

Geometry (Å):
C  2.6153  2.7743  0.3105
C  1.7725  1.6756  0.8763
C  2.3000  0.7206  1.7383
C  1.4385  -0.2718  2.1945
C  1.9019  -1.3640  3.1044
N  0.1629  -0.2924  1.8425
C  -0.2666  0.6862  1.0403
N  -1.5735  0.6765  0.7114
C  -2.4184  -0.4224  1.1202
C  -3.6260  -0.5333  0.1872
C  -3.2519  -0.0871  -1.2324
C  -2.1769  -1.0260  -1.7850
O  -2.4641  -2.1602  -2.1147
N  -0.9329  -0.5254  -1.9227
C  0.1346  -1.3075  -2.5173
C  1.3890  -1.2826  -1.7138
C  1.8249  -2.0406  -0.6672
C  3.1284  -1.5796  -0.3607
C  3.3841  -0.5740  -1.2382
O  2.3396  -0.3841  -2.0587
C  -2.9069  1.4061  -1.2257
C  -2.2223  1.8048  0.0940
N  0.4951  1.6615  0.5274
H  2.8050  3.5224  1.0796
H  3.5726  2.3840  -0.0270
H  2.0969  3.2490  -0.5176
H  3.3368  0.7440  2.0313
H  2.5845  -0.9732  3.8554
H  2.4265  -2.1231  2.5264
H  1.0451  -1.8270  3.5850
H  -2.7482  -0.2889  2.1595
H  -1.8111  -1.3292  1.0799
H  -3.9733  -1.5659  0.1664
H  -4.4451  0.0942  0.5442
H  -4.1198  -0.2547  -1.8793
H  -0.6870  0.3739  -1.5420
H  0.3576  -0.9148  -3.5176
H  -0.2460  -2.3289  -2.6072
H  1.2838  -2.8256  -0.1808
H  3.7857  -1.9506  0.3985
H  4.2405  0.0547  -1.3802
H  -2.2830  1.6535  -2.0856
H  -3.8291  1.9812  -1.3267
H  -2.9728  2.1956  0.7932
H  -1.4670  2.5748  -0.0658

***

What is the formula in the second record? C24H72N6O12